Entry 1:
This record from OMol25 describes a single C3H3NO2 molecule. The level of theory is wB97M-V/def2-TZVPD.

The HOMO-LUMO gap is 10.41 eV. Its LUMO energy is 0.8 eV. The SMILES is O=NOC1C=C1. The value obtained for the HOMO energy is -9.64 eV. The charge is 0.

The geometry in XYZ format:
```
9
Properties=species:S:1:pos:R:3:lowdin_charge:R:1
H -1.8048 0.0673 -1.0708 0.13
C 0.5450 0.3196 -0.4755 -0.27
H 1.4301 0.5206 -1.0984 0.14
C -0.8883 0.4988 -0.5927 0.02
O 0.2782 -2.5165 1.3926 0.03
H -0.2850 2.2664 0.5819 0.08
N -0.0367 -1.5523 0.7804 -0.10
O 1.0050 -0.8995 0.2527 -0.07
C -0.2435 1.2954 0.2299 0.03
```

Entry 2:
This record from OMol25 describes 2 unconnected molecules or ions with the total composition C3H3NO2. The level of theory is wB97M-V/def2-TZVPD.

The HOMO-LUMO gap is 9.58 eV. Its LUMO energy is 0.4 eV. The SMILES is O=C=CO.C#N. The value obtained for the HOMO energy is -9.15 eV. The charge is 0.

The geometry in XYZ format:
```
9
Properties=species:S:1:pos:R:3:lowdin_charge:R:1
C -1.3411 1.0489 -0.7951 -0.06
O 0.1414 -1.7409 0.2528 -0.03
H -0.5458 -1.5369 -0.4038 0.06
H -0.7858 1.9201 -0.5101 0.07
O 2.3297 0.8020 -0.2665 0.17
H 0.0869 -0.2079 1.7488 0.12
C 0.5452 -0.5535 0.8265 -0.24
C 1.5051 0.1568 0.2586 -0.16
N -1.9354 0.1114 -1.1113 0.08
```

Entry 3:
This record from OMol25 describes a molecular structure, C3H3NO2. The level of theory is wB97M-V/def2-TZVPD.

The HOMO-LUMO gap is 8.90 eV. Its LUMO energy is -0.1 eV. The value obtained for the HOMO energy is -9.00 eV. The charge is 0.

The geometry in XYZ format:
```
9
Properties=species:S:1:pos:R:3:lowdin_charge:R:1
C -1.6642 0.5965 -0.3099 -0.06
C 1.0231 -0.3571 0.3239 -0.20
H 1.4148 -2.0442 -0.4541 0.08
H 1.6486 -0.4681 1.1736 0.11
H -1.6131 0.5055 -1.3791 0.08
N 0.9592 -1.1354 -0.6494 0.12
O 0.6154 1.8989 0.5560 0.10
C 0.1539 0.8376 0.3066 -0.26
O -2.5376 0.1665 0.4324 0.02
```

Entry 4:
This record from OMol25 describes 2 unconnected molecules or ions with the total composition C3H3NO2P. The level of theory is wB97M-V/def2-TZVPD.

The HOMO-LUMO gap (spin up / spin down) is 4.87 / 6.82 eV. Its LUMO energy (spin up / spin down) is 4.0 / 3.2 eV. As for the multiplicity: 3. The value obtained for the HOMO energy (spin up / spin down) is -0.89 / -3.64 eV. The charge is -1.

The geometry in XYZ format:
```
10
Properties=species:S:1:pos:R:3:lowdin_charge:R:1
O 2.2623 1.1462 0.0323 -0.11
H -0.5975 2.1816 1.2697 -0.11
C 0.8459 -0.8881 -0.0003 -0.52
C 1.1874 0.5867 0.0155 -0.63
H -2.2187 0.0294 -1.0833 0.13
C -0.5282 -1.0056 0.0403 -0.24
N -1.3624 0.1438 0.0287 -0.37
H -0.8471 -1.9774 -0.2348 0.08
O 1.6832 -1.8021 0.0225 -0.01
P -0.4249 1.5855 -0.0907 0.77
```

Entry 5:
This record from OMol25 describes a single C3H3NO2S molecule. The level of theory is wB97M-V/def2-TZVPD.

The HOMO-LUMO gap is 8.53 eV. Its LUMO energy is -0.9 eV. The SMILES is S=C1C=NOCO1. The value obtained for the HOMO energy is -9.46 eV. The charge is 0.

The geometry in XYZ format:
```
10
Properties=species:S:1:pos:R:3:lowdin_charge:R:1
H -1.2527 -0.5402 -1.7503 0.12
O 1.7997 -0.0028 -0.9269 -0.07
O 0.5961 0.2389 0.9816 -0.05
H 2.5472 -0.2057 0.9380 0.15
C -0.3701 -0.3555 -1.1243 -0.15
C 1.6306 -0.4762 0.3935 -0.20
N 0.7396 -0.3290 -1.7338 0.08
C -0.5519 0.0397 0.3005 -0.84
S -1.9575 0.4665 0.9180 0.81
H 1.4306 -1.5508 0.4056 0.15
```

Entry 6:
This record from OMol25 describes 2 unconnected molecules or ions with the total composition C3H3NO2S. The level of theory is wB97M-V/def2-TZVPD.

The HOMO-LUMO gap (spin up / spin down) is 9.02 / 9.02 eV. Its LUMO energy (spin up / spin down) is -0.6 / -0.6 eV. The value obtained for the HOMO energy (spin up / spin down) is -9.60 / -9.60 eV. The charge is 0.

The geometry in XYZ format:
```
10
Properties=species:S:1:pos:R:3:lowdin_charge:R:1
H 0.9811 -1.7076 -0.6585 0.02
S -1.2759 -1.9011 0.4764 0.92
C -0.9697 -0.7262 -0.5949 -0.43
O -1.0320 -3.1595 -0.2622 -0.58
H -1.9157 0.3983 -1.8822 0.06
H -0.1002 0.7997 -1.6634 0.09
N 1.7920 -1.7552 -0.0697 0.20
O 3.6676 -0.4579 0.4159 0.15
C -0.9803 0.1759 -1.4881 -0.01
C 2.6532 -0.9742 0.1933 -0.41
```

Entry 7:
This record from OMol25 describes a molecular structure, C3H3NO2S. The level of theory is wB97M-V/def2-TZVPD.

The HOMO-LUMO gap is 10.21 eV. Its LUMO energy is 0.2 eV. The value obtained for the HOMO energy is -9.97 eV. The charge is 0.

The geometry in XYZ format:
```
10
Properties=species:S:1:pos:R:3:lowdin_charge:R:1
C 1.1419 -0.5381 -0.0840 -0.89
C -1.0050 1.1643 0.1885 -0.30
N -0.1552 -0.9995 -0.0762 0.06
C -1.3614 -0.2555 0.0155 -0.55
H -0.2552 -2.0623 0.2092 0.22
S 0.8709 1.1346 -0.1175 0.98
O 2.1470 -1.1008 0.1460 0.08
H -1.0544 1.3881 1.4906 0.19
O -2.4786 -0.7411 -0.0933 0.08
H -1.5395 2.0284 -0.4291 0.13
```

Entry 8:
This record from OMol25 describes a single C3H3NO2S molecule. The level of theory is wB97M-V/def2-TZVPD.

The HOMO-LUMO gap is 6.97 eV. Its LUMO energy is -1.8 eV. The value obtained for the HOMO energy is -8.78 eV. The charge is 0.

The geometry in XYZ format:
```
10
Properties=species:S:1:pos:R:3:lowdin_charge:R:1
C -0.0185 1.4618 0.0235 -0.13
H -0.3530 0.8854 0.9205 0.03
N 0.3084 -0.6893 1.8946 -0.40
H 0.4233 2.4685 0.2366 0.08
S 0.0323 -1.9597 1.2262 0.98
C -0.1608 -1.5264 -0.6182 -0.69
H -0.9709 1.5509 -0.6431 0.13
O 0.5908 -0.5574 -1.0297 -0.01
C 0.9466 0.6712 -0.7330 -0.07
O -0.7983 -2.3050 -1.2776 0.08
```

Entry 9:
This record from OMol25 describes a single C3H3NO2S2 molecule. The level of theory is wB97M-V/def2-TZVPD.

The HOMO-LUMO gap is 10.30 eV. Its LUMO energy is 0.3 eV. The SMILES is O=C=N[C@H](S)C(=O)S. The value obtained for the HOMO energy is -9.96 eV. The charge is 0.

The geometry in XYZ format:
```
11
Properties=species:S:1:pos:R:3:lowdin_charge:R:1
N 0.3428 -1.3310 1.6112 0.12
H -0.4310 -1.5892 -0.2626 0.09
H -2.1632 1.8263 -0.3452 -0.11
O 0.2830 1.5240 0.4341 0.02
O 1.6177 -2.0194 3.4469 0.19
C 0.2396 -0.9098 0.2774 -0.68
S -2.0011 0.5057 -0.3303 0.86
H 2.3718 0.0773 0.0284 -0.12
C -0.3151 0.5170 0.1983 -0.84
S 1.8377 -0.9470 -0.6362 0.80
C 1.0661 -1.6738 2.4947 -0.32
```

Entry 10:
This record from OMol25 describes a single C3H3NO2S2 molecule. The level of theory is wB97M-V/def2-TZVPD.

The HOMO-LUMO gap is 7.65 eV. Its LUMO energy is -1.3 eV. The SMILES is O=CONC(=S)C=S. The value obtained for the HOMO energy is -9.00 eV. The charge is 0.

The geometry in XYZ format:
```
11
Properties=species:S:1:pos:R:3:lowdin_charge:R:1
O -0.5785 -1.7596 2.1478 0.11
H -0.3938 -1.5993 0.0862 0.15
C 0.4616 1.3660 -1.4199 -0.69
H 1.3342 1.5896 -2.0855 0.06
H -0.2434 0.0732 3.0441 0.17
O -0.0964 0.1670 1.0353 -0.03
S -0.5102 2.5313 -0.9203 0.76
C -0.3396 -0.6042 2.1358 -0.31
S 0.3709 -1.0559 -2.6059 0.71
C 0.2091 -0.1031 -1.2955 -0.92
N -0.2139 -0.6050 -0.1221 0.00
```

Entry 11:
This record from OMol25 describes 2 unconnected molecules or ions with the total composition C3H3NO2S2. The level of theory is wB97M-V/def2-TZVPD.

The HOMO-LUMO gap is 7.99 eV. Its LUMO energy is -0.7 eV. The value obtained for the HOMO energy is -8.65 eV. The charge is 0.

The geometry in XYZ format:
```
11
Properties=species:S:1:pos:R:3:lowdin_charge:R:1
S 2.5225 -1.1868 -0.1083 0.89
C -0.6883 0.6478 -0.0769 -0.68
O 0.0608 1.7965 -0.2442 -0.02
C 1.5178 -0.0921 0.2055 -0.79
H -4.0527 -0.3973 1.0918 0.05
H 2.2056 1.9771 -0.6896 0.17
N -1.8934 0.6812 -0.1350 -0.29
C 1.5164 1.5406 0.2098 -0.02
S -2.6576 -0.8473 -0.0540 0.62
H 1.8386 2.0985 1.1107 0.12
O 0.1078 -0.3564 0.2442 -0.05
```

Entry 12:
This record from OMol25 describes 2 unconnected molecules or ions with the total composition C3H3NO2S2. The level of theory is wB97M-V/def2-TZVPD.

The HOMO-LUMO gap is 8.76 eV. Its LUMO energy is -1.0 eV. The value obtained for the HOMO energy is -9.78 eV. The charge is 0.

The geometry in XYZ format:
```
11
Properties=species:S:1:pos:R:3:lowdin_charge:R:1
C 0.4224 0.3728 -0.1681 -0.21
O 1.1102 -1.1295 -2.3854 -0.16
O 1.7967 1.7259 1.2227 0.04
S -1.0059 -1.8085 -0.7014 0.94
C 0.6851 1.3144 1.0503 -0.83
H 0.4478 -3.5933 -1.5261 0.18
N -0.6065 -0.2539 -0.0424 -0.33
C 0.3255 -2.0937 -1.7830 -0.52
S -0.7344 1.9419 1.6918 0.89
H 1.2422 0.1000 -0.7099 0.08
H -1.4528 0.8039 1.3941 -0.09
```

Asked for energy above the lowest of the compared OMol25 structures with the same formula, charge and spin across the records above, the calculation gives 609.69, 294.65, 350.59, 117.73, 347.38, 401.24, 171.15, 709.42, 11.39, 238.58, 392.94, 456.63 kJ/mol in order.